Density functional theory data (the ωB97M-V functional and the def2-TZVPD basis) for 11 unconnected molecules or ions with the total composition C44H66O22 in a non-equilibrium geometry.

Summary:
ΔE to the lowest compared entry with this formula, charge and spin	328.8	kJ/mol
LUMO level	-0.110	eV
electronic energy	-91742.683	eV
SMILES	O=C1CCCO1.O=C1CCCO1.O=C1CCCO1.O=C1CCCO1.O=C1CCCO1.O=C1CCCO1.O=C1CCCO1.O=C1CCCO1.O=C1CCCO1.O=C1CCCO1.O=C1CCCO1
HOMO-LUMO gap	9.44	eV

Last columns: bonded neighbours and bond lengths (Å).
Atoms and positions in Å:
1 O -6.69676 -5.12350 0.91630  C2 1.177
2 C -5.60670 -4.75018 1.15548  O1 1.177, O3 1.274, C6 1.530
3 O -5.27198 -4.35437 2.31886  C2 1.274, C4 1.391
4 C -3.96453 -3.88414 2.38969  O3 1.391, C5 1.517, H7 1.090, H8 1.090
5 C -3.65807 -3.54384 0.94342  C4 1.517, C6 1.496, H9 1.090, H10 1.090
6 C -4.37256 -4.66283 0.25496  C2 1.530, C5 1.496, H11 1.090, H12 1.090
7 H -3.24624 -4.53418 2.88929  C4 1.090
8 H -3.88833 -2.97226 2.98195  C4 1.090
9 H -2.59655 -3.51219 0.69791  C5 1.090
10 H -4.01627 -2.54102 0.71068  C5 1.090
11 H -3.89760 -5.64267 0.30413  C6 1.090
12 H -4.66441 -4.36388 -0.75180  C6 1.090
13 O 2.70128 -2.24740 0.89524  C14 1.242
14 C 3.52781 -1.67931 0.16337  O13 1.242, O15 1.353, C18 1.529
15 O 4.50751 -0.93721 0.72923  C14 1.353, C16 1.392
16 C 5.24306 -0.35844 -0.30118  O15 1.392, C17 1.466, H19 1.090, H20 1.090
17 C 4.92509 -1.06253 -1.54729  C16 1.466, C18 1.495, H21 1.090, H22 1.090
18 C 3.56357 -1.65346 -1.36544  C14 1.529, C17 1.495, H23 1.090, H24 1.090
19 H 6.29760 -0.52357 -0.08030  C16 1.090
20 H 5.11266 0.72269 -0.34881  C16 1.090
21 H 5.53631 -1.92089 -1.82611  C17 1.090
22 H 4.98904 -0.38119 -2.39569  C17 1.090
23 H 3.47168 -2.67572 -1.73237  C18 1.090
24 H 2.73334 -1.03219 -1.70138  C18 1.090
25 O 6.32210 2.24068 -2.49224  C26 1.266
26 C 5.68404 3.19977 -3.01674  O25 1.266, O27 1.391, C30 1.560
27 O 6.09383 3.82809 -4.18776  C26 1.391, C28 1.415
28 C 5.30717 4.98338 -4.40961  O27 1.415, C29 1.532, H31 1.090, H32 1.090
29 C 3.98319 4.68782 -3.69793  C28 1.532, C30 1.566, H33 1.090, H34 1.090
30 C 4.36801 3.81986 -2.45298  C26 1.560, C29 1.566, H35 1.090, H36 1.090
31 H 5.05529 5.12607 -5.46047  C28 1.090
32 H 5.83001 5.85985 -4.02681  C28 1.090
33 H 3.23364 4.12789 -4.25718  C29 1.090
34 H 3.44430 5.61371 -3.49687  C29 1.090
35 H 3.62748 3.07242 -2.16828  C30 1.090
36 H 4.60362 4.56454 -1.69269  C30 1.090
37 O 1.47702 -0.98992 4.11545  C38 1.210
38 C 2.58974 -1.12140 4.57201  O37 1.210, O39 1.332, C42 1.530
39 O 2.84963 -1.70310 5.74132  C38 1.332, C40 1.401
40 C 4.17730 -1.67733 6.18939  O39 1.401, C41 1.555, H43 1.090, H44 1.090
41 C 4.97551 -1.15779 4.95989  C40 1.555, C42 1.530, H45 1.090, H46 1.090
42 C 3.91738 -0.63608 3.98564  C38 1.530, C41 1.530, H47 1.090, H48 1.090
43 H 4.55906 -2.66498 6.44806  C40 1.090
44 H 4.24238 -1.03315 7.06626  C40 1.090
45 H 5.48357 -2.05407 4.60398  C41 1.090
46 H 5.86375 -0.55369 5.14480  C41 1.090
47 H 4.15206 -0.98848 2.98123  C42 1.090
48 H 3.79886 0.44739 3.97400  C42 1.090
49 O 5.94889 0.64465 -6.56281  C50 1.231
50 C 4.90389 0.97545 -6.00252  O49 1.231, O51 1.262, C54 1.513
51 O 4.49173 0.30471 -5.01645  C50 1.262, C52 1.458
52 C 3.10481 0.47967 -4.60203  O51 1.458, C53 1.549, H55 1.090, H56 1.090
53 C 2.60680 1.54575 -5.60964  C52 1.549, C54 1.569, H57 1.090, H58 1.090
54 C 3.90554 2.06633 -6.32061  C50 1.513, C53 1.569, H59 1.090, H60 1.090
55 H 2.99457 0.94313 -3.62164  C52 1.090
56 H 2.56253 -0.46334 -4.67110  C52 1.090
57 H 2.03178 2.34316 -5.13893  C53 1.090
58 H 2.01023 0.97883 -6.32435  C53 1.090
59 H 4.21681 3.04550 -5.95670  C54 1.090
60 H 3.84888 2.35081 -7.37130  C54 1.090
61 O 2.05864 1.21805 -1.02613  C62 1.210
62 C 1.04945 0.89799 -0.44096  O61 1.210, O63 1.346, C66 1.519
63 O -0.04184 0.36408 -1.02017  C62 1.346, C64 1.425
64 C -1.00260 -0.12168 -0.08687  O63 1.425, C65 1.497, H67 1.090, H68 1.090
65 C -0.62029 0.66182 1.13068  C64 1.497, C66 1.507, H69 1.090, H70 1.090
66 C 0.87474 0.84299 1.06706  C62 1.519, C65 1.507, H71 1.090, H72 1.090
67 H -1.06332 -1.20365 0.03035  C64 1.090
68 H -2.01959 0.17830 -0.33956  C64 1.090
69 H -0.87518 0.02454 1.97744  C65 1.090
70 H -1.15199 1.61068 1.20178  C65 1.090
71 H 1.38715 0.04229 1.60038  C66 1.090
72 H 1.10929 1.80081 1.53146  C66 1.090
73 O -3.28605 -1.44773 -2.15394  C74 1.241
74 C -4.50341 -1.49302 -2.39226  O73 1.241, O75 1.261, C78 1.476
75 O -5.32630 -0.86922 -1.66763  C74 1.261, C76 1.385
76 C -6.61779 -1.07245 -2.12564  O75 1.385, C77 1.507, H79 1.090, H80 1.090
77 C -6.54870 -2.25653 -3.05502  C76 1.507, C78 1.484, H81 1.090, H82 1.090
78 C -5.11677 -2.33494 -3.43822  C74 1.476, C77 1.484, H83 1.090, H84 1.090
79 H -6.87399 -0.11978 -2.58920  C76 1.090
80 H -7.26969 -1.20869 -1.26276  C76 1.090
81 H -7.18404 -2.03253 -3.91191  C77 1.090
82 H -6.92555 -3.19004 -2.63712  C77 1.090
83 H -4.92421 -1.86424 -4.40230  C78 1.090
84 H -4.77397 -3.35866 -3.58850  C78 1.090
85 O -4.00610 0.11888 2.31103  C86 1.235
86 C -3.30950 -0.16165 3.29166  O85 1.235, O87 1.363, C90 1.518
87 O -2.45089 -1.21614 3.38740  C86 1.363, C88 1.385
88 C -1.89403 -1.46862 4.62991  O87 1.385, C89 1.533, H91 1.090, H92 1.090
89 C -2.12282 -0.12502 5.33206  C88 1.533, C90 1.540, H93 1.090, H94 1.090
90 C -3.23410 0.63254 4.58284  C86 1.518, C89 1.540, H95 1.090, H96 1.090
91 H -0.82436 -1.66083 4.71339  C88 1.090
92 H -2.42054 -2.23196 5.20280  C88 1.090
93 H -1.22906 0.48913 5.44211  C89 1.090
94 H -2.53386 -0.25356 6.33337  C89 1.090
95 H -3.04182 1.67683 4.33668  C90 1.090
96 H -4.18382 0.59533 5.11646  C90 1.090
97 O -7.76792 2.88172 -0.85374  C98 1.276
98 C -6.49680 2.95538 -0.76394  O97 1.276, O99 1.328, C102 1.519
99 O -5.75923 3.96665 -1.20891  C98 1.328, C100 1.363
100 C -4.41160 3.79737 -1.09201  O99 1.363, C101 1.523, H103 1.090, H104 1.090
101 C -4.21344 2.31797 -0.78833  C100 1.523, C102 1.554, H105 1.090, H106 1.090
102 C -5.55615 1.97536 -0.08505  C98 1.519, C101 1.554, H107 1.090, H108 1.090
103 H -3.98986 4.32312 -0.23537  C100 1.090
104 H -3.86594 4.13403 -1.97350  C100 1.090
105 H -3.41462 2.16067 -0.06359  C101 1.090
106 H -4.09741 1.70570 -1.68262  C101 1.090
107 H -5.45631 2.23100 0.96983  C102 1.090
108 H -5.98096 0.97479 -0.16559  C102 1.090
109 O 0.79299 -2.49214 -5.13544  C110 1.229
110 C 0.39063 -3.15523 -4.18255  O109 1.229, O111 1.351, C114 1.486
111 O 0.81620 -4.42969 -4.04635  C110 1.351, C112 1.442
112 C 0.40329 -4.98363 -2.78044  O111 1.442, C113 1.530, H115 1.090, H116 1.090
113 C -0.15403 -3.77450 -2.02694  C112 1.530, C114 1.562, H117 1.090, H118 1.090
114 C -0.62853 -2.80804 -3.15900  C110 1.486, C113 1.562, H119 1.090, H120 1.090
115 H 1.29433 -5.48611 -2.40406  C112 1.090
116 H -0.36229 -5.73544 -2.97221  C112 1.090
117 H 0.65402 -3.29078 -1.47815  C113 1.090
118 H -0.93105 -4.03901 -1.30974  C113 1.090
119 H -0.57956 -1.74655 -2.91623  C114 1.090
120 H -1.61267 -3.09197 -3.53177  C114 1.090
121 O 2.80512 1.73458 5.92194  C122 1.218
122 C 1.96958 2.48167 5.44481  O121 1.218, O123 1.339, C126 1.490
123 O 1.37847 2.18288 4.28140  C122 1.339, C124 1.441
124 C 0.41520 3.19272 3.92202  O123 1.441, C125 1.516, H127 1.090, H128 1.090
125 C 0.80261 4.34946 4.82183  C124 1.516, C126 1.528, H129 1.090, H130 1.090
126 C 1.39815 3.70642 6.07320  C122 1.490, C125 1.528, H131 1.090, H132 1.090
127 H -0.56969 2.81627 4.19837  C124 1.090
128 H 0.38683 3.43934 2.86067  C124 1.090
129 H -0.07374 4.97362 4.99657  C125 1.090
130 H 1.54960 5.00649 4.37639  C125 1.090
131 H 0.61373 3.41328 6.77094  C126 1.090
132 H 2.15411 4.27693 6.61279  C126 1.090

Atomic partial charges in e from the Mulliken method, atoms 1 to 5: -0.610 0.462 -0.340 0.003 0.429